9
Properties=species:S:1:pos:R:3:forces:R:3 method="wB97M-V/def2-TZVPD" s_squared=2.01 e_lumo_ev="0.7 / -1.7" energy_ev=-9283.672 homo_energy_ha="-0.1767 / -0.4110" multiplicity=3 e_above_lowest_kj_mol=325.6
C -0.9665 0.0273 -0.2509 -2.0 0.9 -1.6
O -1.0127 -0.2604 1.0324 0.3 -0.3 1.1
O -0.8151 -1.0043 -1.1062 0.1 -0.6 -0.2
O 1.5035 0.3394 0.4061 3.8 -1.2 2.6
O 0.5805 0.9665 -0.4544 -2.9 1.6 -2.2
H -1.6892 0.7850 -0.5368 -0.1 -0.2 0.1
H -0.2704 -0.8449 1.2704 -0.1 0.1 0.0
H 0.0461 -0.9693 -1.5422 0.1 0.0 0.0
H 2.1527 1.0476 0.5088 0.8 -0.1 0.2